ORCA calculation (wB97M-V/def2-TZVPD) on the molecule C4H12N2O in a non-equilibrium geometry.

Each line ends with the Löwdin charge.
Cartesian coordinates (Å):
N1 2.52779 0.95978 -1.41472  0.00
C1 1.69707 1.44454 -0.31209  -0.30
C2 1.18565 0.32723 0.59521  -0.21
N2 0.10810 -0.45146 -0.12545  -0.06
C3 -1.18652 -0.35297 0.51193  -0.26
C4 -2.03597 -1.60072 0.23648  -0.29
O1 -3.34194 -1.35187 0.73744  -0.07
H1 2.04278 1.29059 -2.25106  0.06
H2 3.39217 1.46800 -1.57749  0.06
H3 2.23303 2.18436 0.29469  0.10
H4 0.80642 2.04304 -0.54603  0.11
H5 0.77650 0.77385 1.49740  0.10
H6 1.92353 -0.40061 0.93654  0.10
H7 0.12480 -0.01514 -1.03655  0.09
H8 -1.67650 0.61049 0.33256  0.12
H9 -1.29149 -0.42101 1.61761  0.12
H10 -1.56674 -2.45234 0.74028  0.11
H11 -1.90521 -1.87227 -0.82212  0.11
H12 -3.81347 -2.18350 0.58536  0.09

As for the spin multiplicity: 1. The SMILES is NCCNCCO. The calculation puts the HOMO energy at -8.76 eV. For the HOMO-LUMO gap, the calculation gives 9.716 eV.



ORCA calculation (wB97M-V/def2-TZVPD) on a cluster of 2 separate species, C4H12N2O in total in a non-equilibrium geometry.

Each line ends with the Löwdin charge.
Cartesian coordinates (Å):
C1 0.17628 0.39358 2.59328  -0.14
C2 -0.02629 1.22377 1.29949  -0.20
C3 0.67674 0.44937 0.20010  -0.40
N1 2.05182 0.49695 0.23004  0.09
C4 0.01843 -0.15636 -0.79281  -0.19
N2 0.60239 -0.69878 -1.96310  0.00
H1 1.23345 0.26057 2.89105  0.05
H2 -0.33665 0.80190 3.45062  0.04
H3 -0.07329 -0.78426 2.58168  0.12
H4 -1.13383 1.39045 1.17479  0.12
H5 0.43807 2.18191 1.46835  0.10
H6 2.54921 0.05099 0.96211  0.08
H7 2.43488 0.10239 -0.55664  0.03
H8 -1.05650 -0.40876 -0.79735  0.10
H9 1.48889 -0.15848 -2.10933  0.07
H10 -0.11194 -0.61816 -2.78782  0.11
O1 -2.75803 -1.26884 -2.35266  -0.07
H11 -3.69632 -1.53070 -2.32861  0.05
H12 -2.47728 -1.72752 -3.16321  0.04

As for the spin multiplicity: 1. The SMILES is CC/C(N)=C/N.O. The calculation puts the HOMO energy at -7.04 eV. For the HOMO-LUMO gap, the calculation gives 7.635 eV.



ORCA calculation (wB97M-V/def2-TZVPD) on a cluster of 2 separate species, C4H12N2O in total in a non-equilibrium geometry.

Each line ends with the Löwdin charge.
Cartesian coordinates (Å):
H1 1.72982 0.15563 1.92330  0.08
N1 1.02507 0.17187 1.19232  0.09
C1 1.01194 1.20499 0.42160  -0.48
O1 2.07503 2.01831 0.19951  0.08
C2 -0.03556 1.24858 -0.60500  -0.18
C3 -1.45065 1.32806 -0.03551  -0.10
H2 2.81338 1.79616 0.78478  0.12
H3 0.04469 0.15156 -1.03590  0.12
H4 0.16690 2.04902 -1.31591  0.12
H5 -2.18492 1.16346 -0.82548  0.07
H6 -1.64274 2.30914 0.40041  0.07
H7 -1.58607 0.57604 0.73680  0.06
C4 0.22077 -1.96235 -0.57202  -0.25
N2 -1.09658 -2.36795 -0.08786  -0.08
H8 0.17399 -1.89056 -1.65957  0.06
H9 0.91085 -2.79328 -0.40340  0.05
H10 0.69462 -1.07244 0.27507  0.09
H11 -1.09109 -2.42923 0.92541  0.05
H12 -1.77945 -1.65701 -0.31854  0.03

As for the spin multiplicity: 1. The SMILES is [H]/N=C(\O)CC.CN. The calculation puts the HOMO energy at -7.87 eV. For the HOMO-LUMO gap, the calculation gives 8.407 eV.



ORCA calculation (wB97M-V/def2-TZVPD) on the molecule C4H12N2O in a non-equilibrium geometry.

Each line ends with the Löwdin charge.
Cartesian coordinates (Å):
N1 2.22522 -1.12152 0.57503  -0.03
C1 1.14100 -2.03661 1.22862  -0.18
C2 -0.28370 -1.45855 0.76364  -0.19
N2 -0.25321 -0.22293 -0.10092  -0.11
C3 -1.46228 0.36790 -0.72621  -0.20
C4 -1.22478 1.82163 -1.24364  -0.25
O1 -0.34979 2.60871 -0.47705  -0.06
H1 3.16718 -1.30475 0.88418  0.05
H2 2.03157 -0.49232 -0.18112  0.03
H3 1.05737 -3.09994 1.23413  0.07
H4 1.37739 -1.84443 2.31293  0.10
H5 -0.85151 -1.24567 1.65990  0.09
H6 -0.82269 -2.19833 0.16260  0.10
H7 0.57624 0.28220 0.22525  0.07
H8 -2.21337 0.43849 0.04095  0.09
H9 -1.82814 -0.27322 -1.51633  0.11
H10 -2.15316 2.31460 -1.55948  0.12
H11 -0.73766 1.53704 -2.17967  0.10
H12 0.55148 2.27585 -0.55314  0.08

As for the spin multiplicity: 1. The SMILES is NCCNCCO. The calculation puts the HOMO energy at -8.18 eV. For the HOMO-LUMO gap, the calculation gives 9.086 eV.



ORCA calculation (wB97M-V/def2-TZVPD) on a cluster of 2 separate species, C4H12N2O in total in a non-equilibrium geometry.

Each line ends with the Löwdin charge.
Cartesian coordinates (Å):
C1 1.34462 -1.50700 0.70294  -0.13
C2 1.12466 -0.45640 -0.37088  -0.23
C3 0.45049 0.83405 0.09681  -0.36
N1 0.85313 1.97766 -0.65696  0.07
C4 -0.58049 0.81053 0.96372  -0.17
N2 -1.48558 1.93284 1.09049  0.00
H1 1.76156 -2.42019 0.26399  0.07
H2 0.41608 -1.80072 1.21760  0.06
H3 2.13421 -1.10263 1.47936  0.12
H4 0.36823 -0.90373 -1.03724  0.09
H5 2.08816 -0.24348 -0.91582  0.13
H6 0.46057 2.89321 -0.44158  0.07
H7 0.48589 1.61936 -1.54789  0.10
H8 -0.95809 -0.16076 1.29432  0.09
H9 -1.62130 2.53314 0.29394  0.05
H10 -1.12977 2.51327 1.85021  0.07
O1 -1.90982 -2.30415 -1.79715  -0.06
H11 -2.17617 -2.78153 -0.99226  0.05
H12 -1.62636 -1.43346 -1.49359  0.01

As for the spin multiplicity: 1. The SMILES is CC/C(N)=C/N.O. The calculation puts the HOMO energy at -8.52 eV. For the HOMO-LUMO gap, the calculation gives 9.202 eV.



ORCA calculation (wB97M-V/def2-TZVPD) on a cluster of 2 separate species, C4H12N2O in total in a non-equilibrium geometry.

Each line ends with the Löwdin charge.
Cartesian coordinates (Å):
C1 -1.68389 1.84881 -0.00833  -0.09
N1 -0.93230 0.57831 0.20803  0.02
C2 -1.63873 -0.49963 -0.07769  -0.62
C3 -1.07658 -1.85283 0.26992  -0.04
O1 -2.80322 -0.51246 -0.48573  0.00
H1 -2.40451 1.91610 0.80432  0.06
H2 -0.95527 2.84551 -0.18203  0.13
H3 -2.43193 1.84739 -0.92373  0.11
H4 -0.00445 0.50200 0.55114  0.06
H5 0.00405 -1.81403 0.52584  0.04
H6 -1.45760 -2.84002 -0.34401  0.14
H7 -1.49322 -2.16120 1.32988  0.11
C4 2.46215 -0.26561 -0.78010  -0.18
N2 2.10400 0.21858 0.55388  -0.10
H8 2.16419 0.54441 -1.35829  0.04
H9 3.52649 -0.49129 -1.04918  0.09
H10 1.77774 -1.11447 -0.87832  0.06
H11 2.58891 -0.05647 1.38541  0.05
H12 2.25421 1.30691 0.45898  0.12

As for the spin multiplicity: 1. The SMILES is CNC(C)=O.CN. The calculation puts the HOMO energy at -9.15 eV. For the HOMO-LUMO gap, the calculation gives 9.848 eV.